[1]
58
Properties=species:S:1:pos:R:3:lowdin_charge:R:1 method="wB97M-V/def2-TZVPD" e_tot_ev=-39882.8740 e_above_lowest_ev=0.258 orbital_gap_ev=9.56 charge=0
C 2.382 0.728 -7.351 -0.103
O 1.511 0.251 -6.352 -0.165
C 0.499 1.180 -6.051 -0.219
C -0.304 0.695 -4.874 -0.147
O 0.562 0.552 -3.745 -0.156
C -0.094 0.424 -2.480 -0.083
C -1.303 1.355 -2.371 -0.479
O -2.452 0.950 -2.366 0.069
N -0.925 2.649 -2.330 0.097
C -1.823 3.771 -2.408 -0.074
C -2.087 4.258 -3.846 -0.452
O -2.849 3.337 -4.597 -0.129
C -4.159 3.073 -4.118 -0.072
C -2.651 5.686 -3.795 -0.081
C -1.408 6.561 -3.619 -0.112
N -0.342 5.775 -4.245 -0.019
C 0.909 6.279 -4.358 -0.443
O 1.201 7.364 -3.878 0.060
C 1.899 5.456 -5.178 -0.077
C 3.357 5.849 -4.933 -0.145
C 4.154 4.723 -4.278 -0.100
N 3.463 4.232 -3.091 0.077
C 2.676 3.117 -3.000 -0.441
O 2.748 2.175 -3.928 0.107
N 1.913 3.152 -1.951 0.068
N 2.182 4.361 -1.290 0.101
C 3.080 4.958 -1.996 -0.447
O 3.656 6.139 -1.764 0.125
C -0.794 4.453 -4.639 -0.061
H 3.132 -0.039 -7.525 0.091
H 1.846 0.925 -8.287 0.090
H 2.879 1.651 -7.030 0.084
H 0.946 2.159 -5.827 0.104
H -0.182 1.314 -6.903 0.139
H -1.105 1.412 -4.680 0.111
H -0.756 -0.276 -5.098 0.146
H -0.451 -0.600 -2.353 0.133
H 0.652 0.660 -1.722 0.126
H 0.067 2.828 -2.168 0.082
H -2.774 3.513 -1.940 0.131
H -1.385 4.590 -1.835 0.136
H -4.667 2.525 -4.909 0.095
H -4.139 2.454 -3.220 0.073
H -4.707 4.001 -3.929 0.089
H -3.145 5.900 -4.745 0.132
H -3.371 5.835 -2.990 0.123
H -1.498 7.531 -4.108 0.127
H -1.170 6.753 -2.570 0.123
H 1.746 4.394 -4.982 0.083
H 1.621 5.595 -6.226 0.134
H 3.855 6.139 -5.858 0.117
H 3.369 6.722 -4.280 0.102
H 4.260 3.864 -4.939 0.125
H 5.150 5.061 -3.996 0.130
H 2.017 1.514 -3.794 0.095
H 3.180 6.559 -1.035 0.132
H -0.063 3.682 -4.397 0.102
H -1.034 4.391 -5.705 0.147

[2]
74
Properties=species:S:1:pos:R:3:lowdin_charge:R:1 method="wB97M-V/def2-TZVPD" e_tot_ev=-94451.5139 orbital_gap_ev=2.49 charge=+3
C -3.913 -0.818 2.493 -0.190
O -3.228 -2.015 2.416 -0.195
C -1.822 -1.989 2.148 -0.185
C -1.498 -2.419 0.717 -0.141
C -2.162 -1.537 -0.344 -0.117
C -1.393 -0.185 -0.514 -0.306
C -2.397 0.905 -0.913 -0.083
N -1.695 2.064 -1.625 0.130
C -0.373 1.982 -1.314 -0.393
N 0.218 2.755 -0.443 0.283
N 0.335 0.982 -1.954 0.083
C -0.373 -0.318 -1.642 -0.096
H -4.556 -0.856 3.409 -0.145
H -3.298 0.081 2.550 0.106
H -4.600 -0.687 1.651 0.104
H -1.379 -2.751 2.784 0.126
H -1.328 -1.053 2.423 0.120
H -0.421 -2.317 0.598 0.098
H -1.807 -3.454 0.656 0.097
H -3.168 -1.263 -0.037 0.101
H -2.138 -2.006 -1.324 0.130
H -0.934 0.021 0.455 0.133
H -3.083 0.470 -1.636 0.134
H -2.991 1.279 -0.084 0.125
H -2.079 2.947 -1.297 0.142
H -0.358 3.295 0.184 0.142
H 1.223 2.789 -0.371 0.112
H 0.293 1.143 -2.955 0.151
H -0.926 -0.607 -2.532 0.139
H 0.349 -1.084 -1.380 0.128
C 0.376 -9.287 -2.152 -0.700
F 1.562 -9.798 -1.881 0.179
F 0.475 -8.468 -3.196 0.154
F -0.469 -10.261 -2.451 0.173
S -0.220 -8.362 -0.678 0.619
O 0.728 -7.302 -0.465 -0.209
O -0.323 -9.321 0.371 -0.175
N -1.631 -7.861 -1.253 -0.156
S -2.491 -6.996 -0.223 0.602
O -1.918 -5.714 0.071 -0.247
O -3.009 -7.718 0.891 -0.196
C -3.953 -6.651 -1.282 -0.695
F -4.543 -7.775 -1.643 0.176
F -3.590 -5.988 -2.380 0.146
F -4.816 -5.905 -0.596 0.147
C 2.206 6.143 -4.309 -0.002
C 2.475 6.400 -2.853 -0.247
C 3.902 6.147 -2.412 -0.010
O 3.684 5.796 -1.015 0.076
C 2.531 5.278 -0.933 -0.568
O 2.194 4.651 0.101 -0.028
O 1.765 5.429 -1.975 0.141
H 1.148 6.275 -4.533 0.097
H 2.782 6.830 -4.927 0.112
H 2.467 5.119 -4.577 0.100
H 2.139 7.401 -2.579 0.169
H 4.555 7.008 -2.502 0.162
H 4.366 5.294 -2.904 0.150
C 2.417 -3.205 1.374 -0.209
O 1.311 -3.347 2.036 0.039
H 3.350 -3.356 1.982 0.150
H 2.580 -4.008 0.584 0.179
H 2.565 -2.255 0.829 0.084
Be 2.442 4.339 1.842 0.894
C 2.720 6.463 4.055 -0.026
C 2.397 7.453 5.300 -0.726
O 2.659 8.609 5.045 0.146
O 1.993 6.827 6.274 0.069
H 3.121 7.003 3.199 0.076
H 3.445 5.758 4.445 -0.014
H 1.813 5.927 3.758 0.020
Li 4.817 5.855 5.693 0.908
F 5.237 4.247 -0.790 -0.470
Al -5.761 -2.026 4.541 1.179